No. 1
A 2-piece molecular cluster, C4H9NO2 overall, computed with ωB97M-V with the def2-TZVPD basis set.

Atoms and positions in Å:
N 1.364 0.570 1.392
C 1.417 -0.702 0.923
O 1.940 -1.633 1.510
C 0.735 -0.872 -0.433
C -1.404 -0.311 -0.258
C -1.367 0.991 -0.949
O -0.246 1.661 -0.738
H 1.843 0.781 2.254
H 0.900 1.298 0.850
H 1.482 -1.034 -1.223
H 0.178 -1.816 -0.414
H -2.038 -1.127 -0.612
H -1.202 -0.300 0.810
H -1.725 0.918 -1.994
H -2.270 1.361 -0.357
H 0.393 0.216 -0.762

ΔE to the lowest compared entry with this formula, charge and spin = 112.37 kcal/mol
Frontier orbital gap (alpha / beta) = 8.6 / 8.6 eV
Total charge = 0
Highest occupied orbital energy (alpha / beta) = -9.49 / -9.49 eV
LUMO level (alpha / beta) = -0.03116 / -0.03115 Ha
Spin multiplicity = 1


No. 2
A 2-piece molecular cluster, C4H9NO2 overall, computed with ωB97M-V with the def2-TZVPD basis set.

Atoms and positions in Å:
C 0.805 1.178 1.709
C 1.575 0.163 0.926
N 1.280 -0.420 -0.171
C 0.068 -0.065 -0.798
O -0.496 1.008 -0.738
O -0.358 -1.077 -1.557
C -1.532 -0.784 -2.316
H -0.278 1.106 1.601
H 1.096 1.158 2.764
H 1.099 2.138 1.281
H 2.563 -0.068 1.334
H -1.695 -1.650 -2.956
H -2.387 -0.626 -1.653
H -1.381 0.116 -2.917
H -0.323 -1.218 2.238
H -0.076 -1.577 1.638

ΔE to the lowest compared entry with this formula, charge and spin = 54.59 kcal/mol
Frontier orbital gap = 10.6 eV
Total charge = 0
Highest occupied orbital energy = -9.88 eV
LUMO level = 0.02538 Ha
Structure (SMILES) = C/C=N\C(=O)OC.[H][H]
Spin multiplicity = 1


No. 3
The molecule C4H9NO2 in a non-equilibrium geometry, computed with ωB97M-V with the def2-TZVPD basis set.

Atoms and positions in Å:
C 1.973 -0.041 1.768
C 1.010 -0.612 0.675
O 0.174 -1.603 1.220
C 0.011 0.468 0.218
N -0.969 -0.058 -0.693
C -1.489 0.493 -1.825
O -1.182 1.681 -1.948
H 2.950 0.318 1.366
H 2.237 -0.903 2.342
H 1.580 0.797 2.320
H 1.656 -0.988 -0.089
H 0.577 -2.273 1.794
H -0.498 0.960 1.060
H 0.705 1.207 -0.327
H -1.179 -1.005 -0.328
H -2.141 -0.054 -2.512

ΔE to the lowest compared entry with this formula, charge and spin = 39.04 kcal/mol
Frontier orbital gap = 10.0 eV
Total charge = 0
Highest occupied orbital energy = -9.36 eV
LUMO level = 0.02504 Ha
Structure (SMILES) = C[C@@H](O)CNC=O
Spin multiplicity = 1


No. 4
The molecule C4H9NO2 in a non-equilibrium geometry, computed with ωB97M-V with the def2-TZVPD basis set.

Atoms and positions in Å:
C -1.523 -0.892 0.488
C -0.288 -0.791 -0.440
C 0.995 -1.472 0.022
O -0.052 0.585 -0.834
C 0.440 1.396 0.097
N 0.616 2.639 -0.439
O 0.700 1.082 1.253
H -1.797 -1.948 0.709
H -2.356 -0.377 0.002
H -1.249 -0.318 1.423
H -0.533 -1.235 -1.413
H 0.863 -2.575 -0.078
H 1.279 -1.243 1.055
H 1.841 -1.120 -0.636
H 0.160 2.897 -1.371
H 0.905 3.372 0.164

ΔE to the lowest compared entry with this formula, charge and spin = 8.05 kcal/mol
Frontier orbital gap = 11.0 eV
Total charge = 0
Highest occupied orbital energy = -10.13 eV
LUMO level = 0.03187 Ha
Structure (SMILES) = CC(C)OC(N)=O
Spin multiplicity = 1


No. 5
The molecule C4H9NO2, computed with ωB97M-V with the def2-TZVPD basis set.

Atoms and positions in Å:
C -2.323 0.483 -0.227
N -1.845 -0.651 0.553
C -0.568 -0.386 1.179
C 0.585 -0.356 0.177
O 0.548 -0.858 -0.925
O 1.647 0.309 0.662
C 2.776 0.338 -0.215
H -2.537 1.331 0.441
H -3.263 0.209 -0.724
H -1.606 0.822 -0.996
H -1.726 -1.441 -0.081
H -0.378 -1.169 1.932
H -0.598 0.588 1.692
H 3.531 0.970 0.262
H 2.489 0.736 -1.193
H 3.153 -0.681 -0.345

ΔE to the lowest compared entry with this formula, charge and spin = 27.16 kcal/mol
Frontier orbital gap = 10.0 eV
Total charge = 0
Highest occupied orbital energy = -9.13 eV
LUMO level = 0.03349 Ha
Structure (SMILES) = CNCC(=O)OC
Spin multiplicity = 1


No. 6
The molecule C4H9NO2 in a non-equilibrium geometry, computed with ωB97M-V with the def2-TZVPD basis set.

Atoms and positions in Å:
C 1.037 -1.647 -2.197
C -0.072 -0.568 -1.793
C 0.654 0.289 -0.778
N 0.355 -0.191 0.646
C -0.433 0.559 1.478
O -0.432 0.494 2.634
O -1.228 1.272 0.594
H 1.112 -2.691 -1.641
H 0.894 -1.900 -3.356
H 1.975 -1.289 -1.997
H -0.444 -0.266 -2.751
H -1.059 -0.825 -1.287
H 0.285 1.339 -0.892
H 1.745 0.225 -0.765
H 1.240 -0.664 1.036
H -2.070 1.484 1.046

ΔE to the lowest compared entry with this formula, charge and spin = 47.47 kcal/mol
Frontier orbital gap = 10.6 eV
Total charge = 0
Highest occupied orbital energy = -9.86 eV
LUMO level = 0.02677 Ha
Structure (SMILES) = CCCNC(=O)O
Spin multiplicity = 1


No. 7
The molecule C4H9NO2, computed with ωB97M-V with the def2-TZVPD basis set.

Atoms and positions in Å:
C 1.400 1.496 0.718
C 0.563 0.503 -0.075
O 1.459 -0.481 -0.726
C -0.457 -0.139 0.784
N -1.644 -0.543 0.136
C -1.721 -1.305 -0.918
O -0.679 -1.859 -1.498
H 0.771 2.321 1.070
H 2.214 1.905 0.114
H 1.828 1.004 1.600
H 0.137 1.001 -0.962
H 1.845 -0.977 0.013
H 0.184 -1.487 -1.148
H -0.673 0.339 1.732
H -2.539 -0.239 0.510
H -2.688 -1.538 -1.351

ΔE to the lowest compared entry with this formula, charge and spin = 72.91 kcal/mol
Frontier orbital gap = 7.4 eV
Total charge = 0
Highest occupied orbital energy = -6.67 eV
LUMO level = 0.02822 Ha
Spin multiplicity = 1


No. 8
The molecule C4H9NO2, computed with ωB97M-V with the def2-TZVPD basis set.

Atoms and positions in Å:
C -2.470 0.465 -0.126
N -1.809 -0.682 0.485
C -0.537 -0.388 1.104
C 0.629 -0.317 0.121
O 0.606 -0.801 -0.987
O 1.707 0.286 0.645
C 2.871 0.279 -0.189
H -2.723 1.196 0.652
H -3.415 0.129 -0.568
H -1.887 0.981 -0.908
H -1.645 -1.390 -0.227
H -0.280 -1.172 1.832
H -0.593 0.544 1.677
H 3.653 0.787 0.378
H 2.680 0.806 -1.127
H 3.173 -0.747 -0.417

ΔE to the lowest compared entry with this formula, charge and spin = 27.07 kcal/mol
Frontier orbital gap = 10.0 eV
Total charge = 0
Highest occupied orbital energy = -9.08 eV
LUMO level = 0.03344 Ha
Structure (SMILES) = CNCC(=O)OC
Spin multiplicity = 1


No. 9
A 2-piece molecular cluster, C4H9NO2 overall in a non-equilibrium geometry, computed with ωB97M-V with the def2-TZVPD basis set.

Atoms and positions in Å:
C 1.304 1.320 -0.081
O 2.426 0.750 0.234
C 0.318 0.295 -0.739
C -1.093 0.675 -0.997
C -0.747 -0.369 0.201
N -0.919 -1.763 -0.012
O -0.987 0.118 1.314
H 0.763 1.800 0.754
H 1.393 2.076 -0.891
H 0.985 -1.305 2.291
H 0.793 -0.255 -1.548
H 1.686 -1.295 1.994
H -1.573 0.409 -1.930
H -1.458 1.590 -0.557
H -1.467 -1.946 -0.838
H -1.424 -2.099 0.804

ΔE to the lowest compared entry with this formula, charge and spin = 180.80 kcal/mol
Frontier orbital gap = 5.5 eV
Total charge = 0
Highest occupied orbital energy = -8.36 eV
LUMO level = -0.10700 Ha
Spin multiplicity = 1


No. 10
A 2-piece molecular cluster, C4H9NO2 overall in a non-equilibrium geometry, computed with ωB97M-V with the def2-TZVPD basis set.

Atoms and positions in Å:
C 2.316 0.154 0.024
C -0.003 -1.795 -0.280
C -1.472 1.455 0.354
C 0.267 -0.521 0.391
N -0.448 0.623 -0.252
O 2.193 1.253 -0.441
O 3.002 -0.806 0.208
H -1.052 -2.113 -0.077
H -0.033 -1.708 -1.495
H 0.772 -2.421 -0.003
H -2.518 1.090 0.161
H -1.397 1.432 1.545
H -1.296 2.433 0.037
H 0.211 -0.433 1.512
H -0.910 0.141 -1.177
H 0.368 1.216 -0.507

ΔE to the lowest compared entry with this formula, charge and spin = 19.60 kcal/mol
Frontier orbital gap (alpha / beta) = 4.0 / 9.7 eV
Total charge = 0
Highest occupied orbital energy (alpha / beta) = -3.45 / -12.33 eV
LUMO level (alpha / beta) = 0.01903 / -0.09742 Ha
⟨S²⟩ = 2.006
Spin multiplicity = 3


No. 11
C4H9NO2P as an isolated structure in a non-equilibrium geometry, computed with ωB97M-V with the def2-TZVPD basis set.

Atoms and positions in Å:
C 0.751 -1.514 -1.082
C -0.784 -0.622 0.810
C 0.553 2.054 0.239
C 0.458 -0.472 -0.027
N 1.107 0.862 -0.364
O 1.238 1.058 -1.648
O 3.526 -0.709 0.022
P 2.556 0.075 0.811
H 1.607 -2.237 -0.643
H -0.153 -2.121 -1.111
H 1.128 -1.097 -2.048
H -0.403 -0.602 1.753
H -1.594 0.131 0.683
H -1.241 -1.684 0.633
H 0.371 1.940 1.366
H 1.272 2.770 0.021
H -0.371 2.437 -0.317

ΔE to the lowest compared entry with this formula, charge and spin = 126.27 kcal/mol
Frontier orbital gap = 6.5 eV
Total charge = -1
Highest occupied orbital energy = -2.59 eV
LUMO level = 0.14491 Ha
Spin multiplicity = 1


No. 12
A 2-piece molecular cluster, C4H9NO2S overall in a non-equilibrium geometry, computed with ωB97M-V with the def2-TZVPD basis set.

Atoms and positions in Å:
O 0.071 -0.148 2.427
C 0.144 -0.268 1.084
N 0.827 0.684 0.180
C 1.471 0.045 -1.080
O 1.079 -1.220 -1.259
C -1.526 -0.381 0.537
C -0.681 -1.579 0.659
S -1.241 2.534 -1.513
H 0.235 1.450 -0.089
H 2.577 0.129 -0.964
H 1.113 0.692 -1.928
H 0.976 -0.771 1.667
H -2.159 0.050 1.369
H -1.709 0.018 -0.461
H -0.373 -2.145 -0.280
H -0.673 -2.187 1.557
H -0.133 3.096 -1.907

ΔE to the lowest compared entry with this formula, charge and spin = 282.39 kcal/mol
Frontier orbital gap = 4.0 eV
Total charge = 0
Highest occupied orbital energy = -8.31 eV
LUMO level = -0.15792 Ha
Spin multiplicity = 1


Question: Which value of total charge does entry 7 give?
Answer: 0